73
Properties=species:S:1:pos:R:3 method="wB97M-V/def2-TZVPD" e_lumo_ev=-1.36 energy_ev=-39119.3906 total_charge=0 spin_multiplicity=1 gap_ev=4.4 e_homo_ev=-5.8
C -7.258 -5.624 1.031
O -7.255 -4.869 -0.197
C -6.287 -3.942 -0.405
C -6.304 -3.279 -1.661
C -5.322 -2.377 -1.980
C -4.267 -2.073 -1.071
C -3.259 -1.122 -1.421
C -2.105 -0.897 -0.677
C -1.262 0.206 -0.866
C -0.298 0.636 0.089
C 0.564 1.735 -0.202
C 1.579 2.119 0.633
C 2.586 3.238 0.284
C 2.322 4.453 1.182
C 2.468 3.645 -1.183
C 4.015 2.747 0.569
C 1.703 1.448 1.932
O 2.621 1.773 2.733
C 0.744 0.397 2.304
C 0.834 -0.226 3.722
C 2.193 -0.915 3.907
C -0.260 -1.267 3.949
C 0.685 0.859 4.798
C -0.187 0.018 1.374
C -4.281 -2.727 0.195
C -5.270 -3.633 0.532
H -8.107 -6.298 0.925
H -6.330 -6.203 1.153
H -7.405 -4.969 1.904
H -7.106 -3.524 -2.355
H -5.338 -1.867 -2.945
H -3.403 -0.546 -2.340
H -1.833 -1.645 0.079
H -1.406 0.834 -1.750
H 0.387 2.262 -1.144
H 2.490 4.189 2.230
H 3.003 5.275 0.923
H 1.294 4.807 1.072
H 2.510 2.763 -1.859
H 1.513 4.159 -1.362
H 3.258 4.365 -1.466
H 4.224 1.748 0.129
H 4.773 3.488 0.246
H 4.116 2.623 1.646
H 2.994 -0.181 3.800
H 2.247 -1.369 4.905
H 2.317 -1.699 3.152
H -1.257 -0.824 3.845
H -0.156 -2.106 3.250
H -0.175 -1.669 4.968
H -0.279 1.368 4.690
H 0.731 0.399 5.792
H 1.491 1.591 4.705
H -0.901 -0.773 1.619
H -3.512 -2.485 0.931
H -5.263 -4.120 1.509
C 1.637 0.912 -5.241
Li 4.575 2.612 -1.570
C 0.396 0.494 -4.676
C 0.647 0.043 -3.355
C 2.037 0.220 -3.058
C 2.662 0.801 -4.243
C 4.029 1.087 -4.215
C 4.783 0.783 -3.077
C 4.173 0.201 -1.935
C 2.808 -0.085 -1.929
H 1.808 1.271 -6.255
H -0.573 0.521 -5.177
H -0.049 -0.469 -2.702
H 4.502 1.494 -5.113
H 5.870 0.901 -3.095
H 4.794 -0.125 -1.097
H 2.326 -0.579 -1.085